DFT (ωB97M-V/def2-TZVPD) results for C33H54AlB2BeBr3CaCl4F3LiO15S as an isolated structure.

Structure (ORCA input):
```
! wB97M-V def2-TZVPD RIJCOSX def2/J DEFGRID3
* xyz 2 1
C -1.968 3.563 -3.337
C -0.858 4.489 -2.737
C 0.382 4.644 -3.661
C 1.075 3.271 -3.842
C 2.436 3.326 -4.592
C 2.533 2.177 -5.638
C 3.143 0.846 -5.046
C 2.241 -0.393 -5.310
C 0.824 -0.284 -4.696
C 0.810 -0.216 -3.146
C 1.565 -1.412 -2.460
C 2.951 -1.024 -1.863
C 3.048 -1.121 -0.316
C 2.384 -2.404 0.280
C 1.049 -1.975 0.905
O 1.040 -1.214 2.136
S -0.555 -0.781 2.218
O -1.082 -0.537 3.517
O -0.620 0.455 1.457
O -1.215 -2.062 1.412
C -0.099 -2.981 1.095
C -0.019 -4.011 2.295
C -1.218 -4.006 3.278
C -2.558 -4.528 2.700
C -2.597 -6.102 2.716
C -3.752 -3.991 3.558
C -4.003 -2.465 3.410
C -4.118 -1.996 1.970
C -4.028 -0.593 1.716
C -4.691 0.384 2.696
C -3.238 0.114 0.473
B -0.509 -3.788 -0.220
C 0.344 -5.016 -0.758
O -1.643 -3.409 -0.968
H -2.259 2.745 -2.654
H -1.701 3.119 -4.306
H -2.868 4.182 -3.487
H -0.572 4.062 -1.758
H -1.319 5.464 -2.511
H 0.102 5.020 -4.658
H 1.028 5.388 -3.168
H 1.155 2.823 -2.833
H 0.384 2.627 -4.408
H 3.285 3.197 -3.897
H 2.593 4.305 -5.074
H 1.561 1.899 -6.078
H 3.199 2.491 -6.455
H 3.360 1.004 -3.976
H 4.105 0.630 -5.538
H 2.114 -0.502 -6.400
H 2.734 -1.319 -4.960
H 0.233 0.557 -5.087
H 0.279 -1.205 -4.991
H -0.258 -0.306 -2.852
H 1.220 0.721 -2.749
H 0.858 -1.845 -1.735
H 1.755 -2.153 -3.256
H 3.113 0.047 -2.118
H 3.797 -1.550 -2.337
H 2.585 -0.241 0.158
H 4.104 -1.106 -0.001
H 3.069 -2.900 1.005
H 2.243 -3.133 -0.535
H 0.666 -1.226 0.176
H 0.855 -3.731 2.911
H 0.133 -5.047 1.934
H -0.936 -4.686 4.109
H -1.364 -3.040 3.772
H -2.739 -4.250 1.646
H -1.577 -6.532 2.735
H -3.163 -6.472 3.588
H -3.059 -6.463 1.783
H -3.577 -4.246 4.618
H -4.674 -4.539 3.282
H -3.204 -1.879 3.888
H -4.947 -2.198 3.922
H -4.231 -2.751 1.120
H -4.036 0.552 3.569
H -4.859 1.334 2.169
H -5.631 -0.093 3.006
H -2.362 -0.514 0.093
H -3.981 0.443 -0.348
H -2.798 1.049 0.850
H -0.321 -5.900 -0.769
H 0.653 -4.835 -1.805
H 1.207 -5.237 -0.120
H -1.593 -3.894 -1.806
C 5.492 1.396 -7.916
O 6.551 0.662 -8.050
O 5.468 2.609 -7.677
O 4.325 0.852 -8.052
Li -0.308 -6.084 5.163
Ca -3.772 -1.792 -0.414
B -2.496 3.486 4.243
O -3.539 4.035 3.366
C -4.378 4.756 4.122
O -5.338 5.333 3.717
C -3.892 4.706 5.553
O -4.399 5.242 6.492
O -2.787 3.959 5.600
F -1.190 3.981 3.829
F -2.506 2.101 4.188
Be 6.001 -0.442 -9.171
C 6.407 1.764 -0.270
Cl 5.191 1.649 -1.552
Cl 7.803 0.769 -0.693
Cl 6.916 3.443 -0.074
Cl 5.692 1.178 1.239
F 0.355 -2.634 4.435
C 4.838 -3.409 3.273
O 5.682 -2.532 3.367
O 3.941 -3.638 4.108
O 4.731 -4.214 2.318
C -3.427 8.059 7.570
Br -1.835 8.384 6.513
Br -2.993 7.757 9.422
Br -4.716 9.473 7.354
H -3.879 7.151 7.195
Al 0.645 5.175 3.896
*
```


DFT (ωB97M-V/def2-TZVPD) results for C33H54F27HfN7O19S9 as an isolated structure.

Structure (ORCA input):
```
! wB97M-V def2-TZVPD RIJCOSX def2/J DEFGRID3
* xyz 2 1
Hf -0.792 4.426 -1.286
C -0.920 -0.205 0.394
F -1.797 0.104 -0.573
F -1.512 -0.670 1.471
F 0.060 -0.994 0.021
S -0.212 1.489 0.902
O -1.009 1.941 2.048
O 1.174 1.192 1.246
O -0.277 2.392 -0.249
C -1.324 1.124 7.316
C -0.487 0.286 6.407
C -0.763 -1.286 6.397
N 0.083 -2.311 5.584
C -0.280 -3.800 5.963
C -0.125 -2.041 4.088
C 1.270 -2.401 3.468
C 2.211 -1.769 4.455
C 1.579 -2.140 5.798
H -1.721 2.016 6.831
H -0.815 1.581 8.164
H -2.132 0.606 7.833
H 0.489 0.740 6.577
H -0.574 0.714 5.408
H -1.805 -1.455 6.126
H -0.709 -1.651 7.422
H 0.292 -4.466 5.317
H -1.362 -3.814 5.831
H -0.237 -4.073 7.017
H -0.850 -2.781 3.748
H -0.390 -1.002 3.895
H 1.389 -3.478 3.349
H 1.192 -1.994 2.459
H 3.211 -2.195 4.377
H 2.388 -0.700 4.336
H 1.943 -3.088 6.193
H 1.817 -1.334 6.492
C -0.916 -1.982 -3.017
C -1.857 -3.129 -3.561
C -1.676 -3.655 -4.995
N -2.147 -2.692 -6.199
C -1.016 -1.746 -6.598
C -3.334 -1.824 -5.941
C -4.411 -2.762 -6.129
C -4.064 -3.499 -7.507
C -2.490 -3.515 -7.509
H -0.875 -1.856 -1.935
H -1.150 -0.962 -3.323
H 0.101 -2.287 -3.264
H -2.849 -2.735 -3.337
H -1.897 -4.015 -2.928
H -2.301 -4.527 -5.188
H -0.646 -3.836 -5.304
H -0.110 -2.241 -6.946
H -0.775 -1.198 -5.687
H -1.321 -1.062 -7.390
H -3.356 -0.930 -6.565
H -3.096 -1.597 -4.902
H -5.315 -2.156 -6.186
H -4.559 -3.453 -5.300
H -4.302 -2.929 -8.405
H -4.511 -4.482 -7.660
H -1.948 -3.083 -8.351
H -2.100 -4.497 -7.242
C 3.216 -2.476 -0.335
C 3.689 -1.226 0.554
C 5.117 -0.672 -0.075
N 5.809 0.222 0.990
C 6.461 -0.807 2.006
C 7.051 0.989 0.321
C 6.558 2.435 0.424
C 5.882 2.481 1.790
C 5.006 1.282 1.760
H 3.933 -3.294 -0.267
H 3.096 -2.222 -1.389
H 2.271 -2.756 0.129
H 3.722 -1.606 1.574
H 3.016 -0.370 0.597
H 4.966 0.136 -0.791
H 5.790 -1.432 -0.472
H 7.024 -1.471 1.350
H 5.624 -1.129 2.627
H 7.175 -0.267 2.628
H 7.961 0.757 0.876
H 7.012 0.777 -0.747
H 7.386 3.142 0.367
H 5.913 2.622 -0.434
H 6.554 2.555 2.645
H 5.170 3.304 1.851
H 4.592 0.983 2.722
H 4.112 1.556 1.200
C 3.797 5.651 -0.871
F 4.105 4.310 -0.663
F 3.578 6.297 0.306
F 4.798 6.246 -1.473
S 2.220 5.819 -2.014
O 1.273 6.676 -1.381
O 2.614 6.341 -3.286
N 1.367 4.199 -2.039
S 2.414 3.403 -2.986
O 1.797 2.947 -4.254
O 3.809 3.851 -3.157
C 2.458 1.857 -1.889
F 1.301 1.171 -1.975
F 3.408 1.078 -2.296
F 2.673 2.228 -0.592
C -3.113 -4.495 2.859
F -3.322 -3.460 3.665
F -2.009 -5.137 3.121
F -4.125 -5.402 2.854
S -2.859 -3.814 1.063
O -3.580 -2.581 0.986
O -1.386 -3.589 0.925
N -3.336 -5.117 0.069
S -4.658 -4.679 -0.481
O -5.634 -4.286 0.538
O -4.530 -3.712 -1.607
C -5.423 -6.338 -1.185
F -5.386 -7.307 -0.186
F -6.612 -6.082 -1.645
F -4.598 -6.628 -2.212
C -2.640 2.088 -4.976
F -2.512 0.847 -5.387
F -1.582 2.642 -5.554
F -3.826 2.571 -5.347
S -2.420 1.948 -3.133
O -3.170 0.778 -2.685
O -0.984 1.933 -2.828
N -2.653 3.483 -2.317
S -4.323 3.511 -2.190
O -4.709 4.907 -1.912
O -5.089 2.878 -3.207
C -4.691 2.547 -0.549
F -3.543 2.347 0.204
F -5.417 3.385 0.092
F -5.289 1.386 -0.670
C -2.666 4.282 2.986
F -3.164 3.151 2.492
F -3.580 5.009 3.722
F -1.621 4.047 3.798
S -1.997 5.344 1.454
O -2.655 4.773 0.275
O -2.142 6.755 1.701
N -0.368 5.023 0.917
S 0.462 5.698 2.168
O 1.135 6.815 1.484
O -0.060 5.993 3.469
C 1.821 4.367 2.535
F 2.798 4.976 3.203
F 1.479 3.376 3.289
F 2.173 3.866 1.411
*
```


The calculation returns the following total energy values, one per record and in order: -371987.8444; -256597.5053 eV.
The calculation returns the following largest force on an atom values, one per record and in order: 5.602; 7.133 eV Å⁻¹.